Here is the molecule CH5N2P in a non-equilibrium geometry from the Open Molecules 2025 dataset. Energies are from ωB97M-V/def2-TZVPD.

Output
Electronic energy ... -13383.1262 eV
Frontier orbital gap (spin up / spin down) ... 9.725 / 6.946 eV
HOMO level (spin up / spin down) ... -9.844 / -7.231 eV
Structure (SMILES) ... [H]/N=P/NC
LUMO energy (spin up / spin down) ... -0.12 / -0.29 eV

Element x y z (Å)
H 3.350 -0.495 -0.037
N 2.368 -0.808 0.035
P 1.085 0.981 -0.035
N -0.097 -0.070 -0.288
C -1.478 0.234 0.007
H 0.253 -1.051 -0.156
H -1.582 1.288 -0.090
H -2.289 -0.184 -0.507
H -1.611 0.104 1.072